# C2H2Cl2OS

2 unconnected molecules or ions with the total composition C2H2Cl2OS at a distorted geometry (wB97M-V/def2-TZVPD, the OMol25 dataset).

Properties
HOMO energy (eV): -8.707
Energy relative to the best compared isomer or geometry (same formula, charge and spin) (kJ/mol): 305.4
SMILES string: C#CCl.OSCl
HOMO-LUMO gap (eV): 9.217

Last columns: bonded neighbours and bond lengths (Å).
Element x y z (Å)
1 C 0.48855 1.16297 0.82894  C2 1.206, H4 1.096
2 C -0.58317 1.70190 0.70226  C1 1.206, Cl3 1.660
3 Cl -1.87863 2.56852 0.13166  C2 1.660
4 H 1.45112 0.70742 1.08866  C1 1.096
5 O -0.41023 -1.50368 0.10905  S6 1.668, H8 0.984
6 S -0.28005 -1.44550 -1.55327  O5 1.668, Cl7 1.914
7 Cl 1.30013 -2.45009 -1.94884  S6 1.914
8 H -0.08771 -0.74154 0.64154  O5 0.984